1.
# C38H92CdF6O14

C38H92CdF6O14 as an isolated structure (ωB97M-V/def2-TZVPD, OMol25).

Summary:
- 2S+1 = 2
- electronic energy (a.u.) = -3323.12213
- max |F| (eV/Å) = 4.92
- total charge = -1
- ⟨S²⟩ = 0.751

Structure (XYZ):
```
151
Properties=species:S:1:pos:R:3:mulliken_spin:R:1
Cd -4.19381 -0.62064 1.90753 1.7576
C 0.86638 6.92073 6.40314 0.0000
O 0.89921 6.31919 5.12348 0.0000
O -0.43548 7.40669 6.69259 0.0000
C 1.81787 6.20778 7.42913 0.0000
F 2.44221 7.03544 8.37409 0.0000
F 1.22375 5.23166 8.08547 0.0000
F 2.87787 5.62098 6.84331 0.0000
C 0.35016 4.99742 4.92734 0.0000
C 0.67365 4.44999 3.58702 -0.0002
H 1.51446 3.76932 3.72061 0.0001
H -0.19637 3.85056 3.31901 -0.0003
H 0.77936 5.22028 2.82309 0.0000
H -0.72966 5.06638 5.05904 -0.0001
H 0.81663 4.32581 5.64807 -0.0001
H 1.45423 7.75340 6.01692 0.0000
C -0.93362 -0.72446 0.65067 0.2186
O -0.48653 0.68707 0.42646 -0.0769
O -2.30345 -0.62771 0.91938 -0.1527
C -0.39949 -1.55782 -0.50905 -0.0464
F -0.96039 -1.26362 -1.69319 -0.0063
F 0.92925 -1.48144 -0.59165 -0.0021
F -0.71666 -2.85505 -0.21162 0.0016
C 0.59544 1.25274 1.26342 -0.0029
C 1.09522 2.54742 0.66763 -0.0011
H 2.06606 2.87529 1.03920 0.0000
H 1.11427 2.35199 -0.40454 -0.0005
H 0.53151 3.47224 0.79030 -0.0001
H 1.42792 0.55569 1.35932 0.0004
H 0.34331 1.40920 2.31225 0.0022
H -0.40887 -1.09478 1.53136 0.0260
C -4.48235 -1.60746 -2.19552 0.0056
C -5.07381 -0.48094 -1.40705 -0.0096
C -6.44790 0.04309 -1.89225 0.0059
O -5.18768 -0.82534 -0.05835 -0.0603
H -5.14042 -2.47107 -2.09946 0.0020
H -3.44878 -1.82279 -1.92450 -0.0022
H -4.29004 -1.48590 -3.26151 -0.0002
H -4.44138 0.40590 -1.44759 0.0050
H -6.48552 0.36450 -2.93310 0.0013
H -6.70140 1.02376 -1.48962 0.0041
H -7.27548 -0.66618 -1.90448 0.0003
H -6.04526 -1.24955 0.02041 0.0126
C -0.71768 -5.96907 -4.53456 0.0000
C -1.78323 -4.92921 -4.65975 0.0000
C -2.38665 -4.43887 -3.34792 -0.0004
O -1.24908 -3.85349 -5.36933 0.0000
H 0.16188 -5.68878 -3.95498 0.0000
H -0.54013 -6.53437 -5.44944 0.0000
H -1.04710 -6.70162 -3.79770 0.0000
H -2.57308 -5.22290 -5.35111 0.0000
H -3.20038 -3.74551 -3.56045 0.0005
H -1.61954 -3.91313 -2.77937 0.0002
H -2.82391 -5.23867 -2.75024 0.0003
H -0.48994 -3.53638 -4.87461 0.0000
C 2.45075 -3.66474 1.64747 0.0000
C 3.25535 -2.29926 1.69328 0.0000
C 3.03050 -1.50833 2.93193 0.0000
O 4.64690 -2.47608 1.47464 0.0000
H 1.41936 -3.42927 1.38498 0.0001
H 2.61306 -4.26394 2.54341 0.0000
H 2.92896 -4.20057 0.82753 0.0000
H 2.99710 -1.70003 0.82016 -0.0001
H 3.64675 -1.87200 3.75417 0.0000
H 2.03077 -1.70311 3.32011 0.0000
H 2.96506 -0.44292 2.71119 0.0000
H 5.00746 -3.33691 1.24974 0.0000
C 3.13105 6.17051 -0.63598 0.0000
C 2.37866 5.95445 -1.93035 0.0000
C 2.36799 7.23804 -2.74333 0.0000
O 2.93084 4.91321 -2.68634 0.0000
H 4.14702 6.22403 -1.02719 0.0000
H 3.16591 5.31853 0.04300 0.0000
H 2.95567 7.09856 -0.09185 0.0000
H 1.37643 5.73818 -1.56042 0.0000
H 2.35317 7.06858 -3.81997 0.0000
H 3.32254 7.75039 -2.62318 0.0000
H 1.74336 8.10508 -2.52844 0.0000
H 3.73068 4.65579 -2.22202 0.0000
C -5.08199 3.34484 2.59774 0.0282
C -4.36126 2.88746 1.29185 -0.0209
C -3.15595 3.75415 0.87294 0.0056
O -3.91247 1.57246 1.51355 -0.5319
H -5.26364 4.41853 2.55003 0.0008
H -4.49252 3.17869 3.49942 -0.0058
H -6.00598 2.76750 2.62989 -0.0014
H -5.03534 2.92549 0.43612 0.0037
H -3.51535 4.77877 0.96825 -0.0044
H -2.74596 3.61673 -0.12763 0.0045
H -2.31858 3.64810 1.56261 -0.0038
H -2.98811 1.60561 1.25655 0.0321
C 6.86131 3.06362 2.15133 0.0000
C 6.16946 3.05608 0.82288 0.0000
C 4.73488 2.50949 0.85166 0.0000
O 6.08882 4.32478 0.29322 0.0000
H 6.99082 2.00051 2.35417 0.0000
H 6.17149 3.46830 2.89193 0.0000
H 7.79243 3.61961 2.26078 0.0000
H 6.87863 2.48911 0.21979 0.0000
H 4.14634 2.83885 1.70795 0.0000
H 4.89849 1.43274 0.89579 0.0000
H 4.12453 2.70937 -0.02904 0.0000
H 5.82814 4.21826 -0.62455 0.0000
C -3.62782 -4.57172 3.21316 0.0140
C -3.36823 -3.91717 1.89973 -0.0150
C -3.55777 -4.83454 0.67255 -0.0020
O -4.29466 -2.80148 1.72303 -0.3113
H -3.00326 -5.46400 3.17014 0.0088
H -4.63696 -4.98332 3.19519 0.0033
H -3.26897 -4.01027 4.07578 -0.0058
H -2.35610 -3.52578 2.00228 0.0295
H -3.04324 -5.78120 0.83745 0.0091
H -3.26441 -4.23810 -0.19135 0.0090
H -4.60647 -5.06245 0.48186 -0.0028
H -5.11820 -3.18308 1.41039 0.0646
C 0.17235 -6.24077 -0.45278 0.0004
C 0.71507 -7.16572 0.62402 -0.0001
C -0.01189 -6.89918 1.96736 0.0003
O 0.51144 -8.48869 0.29281 0.0000
H 0.76440 -6.12377 -1.36046 0.0000
H 0.03298 -5.25186 -0.01605 0.0001
H -0.81854 -6.43037 -0.86547 -0.0001
H 1.76337 -6.90941 0.77727 0.0000
H -1.07065 -7.07812 1.78004 0.0003
H 0.09490 -5.85932 2.27623 0.0002
H 0.15349 -7.57235 2.80855 0.0000
H 0.93098 -8.65862 -0.55378 0.0000
C -1.04926 3.37180 -2.81147 0.0002
C -1.17769 1.97957 -3.35004 0.0004
C 0.19779 1.31358 -3.47343 0.0000
O -2.03851 1.31022 -2.51179 0.0040
H -0.39704 4.07713 -3.32646 0.0000
H -0.75284 3.32032 -1.76381 -0.0001
H -2.08287 3.71175 -2.87615 0.0000
H -1.65785 2.15082 -4.31348 0.0000
H 0.54813 1.19015 -2.44867 0.0001
H 0.96596 1.89380 -3.98466 0.0000
H 0.20067 0.30591 -3.88901 0.0000
H -1.60977 0.81480 -1.81014 0.0041
C 3.30254 -3.05114 -3.41731 0.0000
C 2.09854 -2.25180 -4.00767 -0.0001
C 2.20659 -2.09377 -5.54862 0.0000
O 0.90548 -2.91585 -3.88152 0.0001
H 4.25381 -2.71000 -3.82571 0.0000
H 3.11588 -4.08497 -3.70789 0.0000
H 3.44492 -3.14407 -2.34065 0.0000
H 1.95889 -1.26709 -3.56163 0.0001
H 2.29845 -3.03508 -6.09048 0.0000
H 3.07649 -1.50546 -5.84064 0.0000
H 1.27317 -1.64867 -5.89317 0.0000
H 0.65763 -2.80570 -2.96063 0.0001
```

=====

2.
# C38H92N27O13

A 13-piece molecular cluster, C38H92N27O13 overall (ωB97M-V/def2-TZVPD, OMol25).

Summary:
- relative energy (zero: lowest compared OMol25 entry of this formula, charge and spin) (kJ/mol) = 0.0
- max |F| (eV/Å) = 1.19
- total charge = +1

Structure (XYZ):
```
170
Properties=species:S:1:pos:R:3:mulliken_charge:R:1
C 3.74283 4.42997 0.56233 -0.6995
O 4.41188 3.37350 -0.11215 -0.5089
C 4.08240 2.08613 0.35377 -0.1274
C 2.98233 1.43322 -0.48076 -0.5329
C 1.52493 1.77248 -0.10669 -1.0918
C 1.23719 1.39680 1.32381 -0.1372
N -0.19929 1.56788 1.74253 0.6713
C -0.48173 0.99298 3.10758 -0.3511
C 0.63908 1.17888 4.11938 0.4131
C 0.13666 1.15508 5.56587 -1.4589
C 0.07654 -0.25901 6.16390 -0.3243
C 1.24533 -0.58027 7.08972 -1.3122
C 2.55762 -0.94324 6.36416 0.5541
C 2.96011 -2.42519 6.40631 -0.8653
C 1.84391 -3.43049 6.12855 -0.3921
C 1.54670 -3.72374 4.62764 -1.1877
C 1.95801 -2.65415 3.62713 1.2523
C 1.74251 -3.10826 2.18305 -1.1355
C 2.34125 -2.13914 1.17013 -0.1936
N 3.72619 -1.78320 1.42111 1.0812
C 4.14578 -0.67432 2.07929 0.0982
C 5.52186 -0.70834 2.14532 -1.5018
C 5.92896 -1.87765 1.48336 -0.8311
C 4.79723 -2.53400 1.05888 -0.8405
C -1.14539 0.96145 0.77772 0.5008
C -2.10575 1.72529 0.14448 -0.9353
C -2.94278 1.08311 -0.76435 -0.3780
N -2.86724 -0.20464 -1.06907 -0.5207
C -1.93785 -0.91454 -0.42095 -0.9329
C -1.05226 -0.39193 0.49986 0.4043
H 4.43071 5.26714 0.62887 0.3092
H 2.87265 4.73037 0.00209 0.2629
H 3.46743 4.15729 1.58044 0.2411
H 3.88440 2.08232 1.42695 0.4159
H 4.97802 1.48351 0.21258 -0.2143
H 3.08861 1.76094 -1.50476 0.5043
H 3.03804 0.34795 -0.45947 0.2926
H 0.90087 1.23950 -0.82000 0.4810
H 1.29864 2.83451 -0.22681 0.1878
H 1.83768 2.04105 1.94764 1.0988
H 1.47216 0.35621 1.50181 -0.7148
H -0.44749 2.55657 1.78272 0.6988
H -1.36087 1.50540 3.48769 0.5380
H -0.74612 -0.05470 3.03700 0.3245
H 1.20903 2.09005 3.95673 0.5474
H 1.34904 0.36329 4.00617 -0.6672
H -0.80464 1.69021 5.66012 0.3756
H 0.84485 1.73196 6.15484 0.5350
H -0.82229 -0.34056 6.77138 0.4313
H -0.00852 -1.00614 5.37574 0.1649
H 1.43567 0.29190 7.71117 0.4838
H 0.95733 -1.36137 7.78577 0.4499
H 2.49934 -0.59715 5.33708 -0.8284
H 3.36428 -0.37917 6.82675 0.5193
H 3.78417 -2.55252 5.70835 0.5001
H 3.39643 -2.60819 7.38558 0.2338
H 0.91510 -3.18126 6.62928 0.4670
H 2.16195 -4.37433 6.56361 0.1173
H 2.00077 -4.66304 4.32177 0.4698
H 0.46805 -3.83485 4.52884 0.2002
H 3.01470 -2.42716 3.72525 0.2362
H 1.37084 -1.74633 3.76169 -0.6918
H 0.68566 -3.25419 1.98381 0.3800
H 2.21803 -4.08290 2.06775 0.5341
H 1.75921 -1.22262 1.19982 -0.5260
H 2.25317 -2.57317 0.17772 0.4629
H 3.48562 0.07557 2.46981 0.5162
H 6.14099 0.02515 2.62271 0.6256
H 6.93301 -2.21827 1.32011 0.5918
H 4.72743 -3.47126 0.54526 0.5393
H -2.19733 2.78023 0.33750 0.2390
H -3.69390 1.67306 -1.26637 0.4712
H -1.87993 -1.97016 -0.64067 0.5481
H -0.31598 -1.00603 0.98978 -0.1626
C -4.82793 2.11734 -4.59831 0.5602
O -5.40814 2.62772 -3.64328 -0.7363
N -4.78374 2.70572 -5.82899 -0.3400
N -4.17701 0.93103 -4.51426 -0.2262
H -4.30969 2.29437 -6.61306 0.1647
H -5.25354 3.58301 -5.94073 0.2011
H -4.18227 0.45945 -3.62798 0.1495
H -3.69780 0.52149 -5.30439 0.2862
C 3.24394 -0.12995 -4.06762 0.6315
O 2.57068 -0.16729 -3.04900 -0.5907
N 2.68551 0.01576 -5.30603 -0.4067
N 4.60524 -0.23145 -4.04582 -0.3480
H 3.21804 0.04837 -6.15396 0.1470
H 1.68649 0.09139 -5.35421 0.1972
H 5.04456 -0.34475 -3.15152 0.2021
H 5.17707 -0.20442 -4.86804 0.1587
C -0.86283 -5.45357 0.07438 0.7195
O -0.50711 -5.23212 1.22116 -0.6641
N -0.11393 -5.08806 -1.01192 -0.3254
N -2.03345 -6.08499 -0.22821 -0.4426
H -0.38938 -5.27292 -1.95871 0.1645
H 0.75972 -4.63041 -0.83601 0.2179
H -2.61155 -6.36773 0.54133 0.2144
H -2.33747 -6.27931 -1.17083 0.1395
C -2.73077 -8.87713 -2.59301 0.6541
O -2.52402 -7.72499 -2.95855 -0.6702
N -3.27162 -9.81960 -3.41454 -0.4063
N -2.43382 -9.28527 -1.32715 -0.3335
H -3.44909 -10.76441 -3.13246 0.1652
H -3.50090 -9.53811 -4.34886 0.2186
H -2.02934 -8.59184 -0.72341 0.2185
H -2.58599 -10.21066 -0.97433 0.1702
C -5.02977 4.31803 0.35718 0.4688
O -4.72739 3.20121 0.76190 -0.6747
N -4.94568 5.44933 1.12092 -0.2597
N -5.46591 4.52681 -0.90800 -0.0804
H -5.18711 6.36259 0.77893 0.1332
H -4.63608 5.34604 2.06876 0.2077
H -5.52061 3.72606 -1.51591 0.1291
H -5.72199 5.43449 -1.25692 0.1037
C -7.06644 8.22724 -2.14290 0.7159
O -6.32322 7.92436 -1.21500 -0.6105
N -7.59855 9.47460 -2.25653 -0.4403
N -7.41982 7.34591 -3.12312 -0.3317
H -8.20830 9.75200 -3.00197 0.1539
H -7.35679 10.14454 -1.54974 0.2321
H -7.04960 6.41533 -3.07254 0.1428
H -8.02700 7.58220 -3.88472 0.1673
C -9.38323 7.36262 1.71514 0.5512
O -10.07178 7.21743 2.70602 -0.6439
N -9.91091 7.41624 0.45107 -0.3186
N -8.02110 7.48516 1.77257 -0.2748
H -9.35628 7.53428 -0.37512 0.1609
H -10.90575 7.32921 0.36688 0.1863
H -7.59780 7.45106 2.68000 0.1720
H -7.44133 7.60718 0.96079 0.1625
C 4.99410 -5.45073 8.58001 0.6824
O 5.32000 -5.26947 9.73621 -0.6406
N 5.76532 -5.04774 7.52245 -0.3779
N 3.82235 -6.06849 8.23086 -0.3890
H 5.51034 -5.18725 6.56390 0.1688
H 6.63007 -4.58753 7.73524 0.2026
H 3.22465 -6.37579 8.97465 0.1925
H 3.54059 -6.22282 7.28237 0.1812
C -2.00557 -0.99847 -7.09136 0.7352
O -2.52497 0.08750 -6.83470 -0.7581
N -2.04789 -2.04731 -6.21734 -0.3052
N -1.35695 -1.24194 -8.25140 -0.3279
H -1.63740 -2.93929 -6.41671 0.1435
H -2.52218 -1.91026 -5.34542 0.1625
H -1.31296 -0.49397 -8.91718 0.1876
H -0.93289 -2.12867 -8.48040 0.1426
C -0.55011 -4.93204 -9.77653 0.6751
O -1.06533 -3.84921 -9.52413 -0.7082
N -0.58888 -5.98049 -8.90514 -0.3625
N 0.09543 -5.16763 -10.95127 -0.3968
H -0.17688 -6.87385 -9.09518 0.1687
H -1.06587 -5.84063 -8.03517 0.1886
H 0.13494 -4.41532 -11.61307 0.2208
H 0.52101 -6.04424 -11.18441 0.1679
C 9.15044 0.02366 -0.40998 0.5738
O 8.97409 -1.13379 -0.74271 -0.6380
N 10.37297 0.63319 -0.48926 -0.3914
N 8.13568 0.80816 0.07171 -0.2843
H 10.53904 1.58338 -0.21952 0.1570
H 11.13593 0.08384 -0.83702 0.2351
H 7.23074 0.37989 0.15797 0.1163
H 8.25651 1.76104 0.35649 0.1949
C -0.57136 6.15118 -1.05500 0.7462
O -0.17425 6.46044 0.05771 -0.6746
N 0.15302 6.38989 -2.18881 -0.4097
N -1.77314 5.53521 -1.24906 -0.2266
H -0.15953 6.14279 -3.10849 0.1576
H 1.03776 6.84999 -2.08278 0.2295
H -2.33543 5.36187 -0.43551 0.0824
H -2.12468 5.26077 -2.14750 0.1281
```